Record 1
The following is a DFT calculation (ωB97M-V/def2-TZVPD) of the ion C4H12N2 with charge +1.

Structure (XYZ):
```
18
Properties=species:S:1:pos:R:3:lowdin_spin:R:1
N 0.149 1.419 0.153 0.646
N 1.270 -1.014 -1.248 0.016
C -0.397 -2.322 -0.047 0.006
C -0.308 2.593 0.814 0.086
C -0.547 0.166 0.081 0.087
C 0.434 -1.040 -0.066 0.023
H 0.493 3.316 0.935 0.000
H 1.075 -1.029 0.825 0.000
H -0.829 -2.535 -1.024 0.001
H -1.192 0.074 0.954 0.012
H -1.149 -2.287 0.747 0.000
H 0.721 -0.908 -2.099 0.001
H 0.246 -3.154 0.225 0.001
H 1.115 1.389 -0.166 0.011
H -1.207 0.212 -0.809 0.044
H -0.755 2.374 1.779 0.026
H -1.106 3.046 0.218 0.039
H 1.986 -0.298 -1.273 0.000
```

Values from the calculation:
LUMO (alpha / beta) = -0.116 / -0.279 Eh
Spin multiplicity = 2
Total charge = +1
Highest occupied orbital energy (alpha / beta) = -13.9400 / -13.8706 eV
<S²> = 0.75

Record 2
The following is a DFT calculation (ωB97M-V/def2-TZVPD) of a cluster of 2 separate species, C4H12N2 in total at a distorted geometry.

Structure (XYZ):
```
18
Properties=species:S:1:pos:R:3:lowdin_spin:R:1
N -0.836 0.390 -1.522 0.341
N 1.499 -0.519 0.265 -0.003
C 0.799 -1.801 -0.080 0.004
C -1.960 1.044 -1.114 0.149
C -2.092 2.111 -0.255 0.438
C 1.382 -0.344 1.768 0.000
H 2.049 0.488 2.002 0.000
H 0.368 -0.125 2.075 0.000
H 0.772 -1.684 -1.181 0.002
H -2.716 2.973 -0.466 0.023
H -0.319 0.744 -2.332 0.016
H 1.893 -1.199 2.219 0.000
H -0.277 -1.756 0.081 0.001
H -2.845 0.644 -1.620 0.006
H 2.479 -0.724 0.138 0.000
H -0.064 0.225 -0.840 0.003
H 1.280 -2.706 0.274 0.001
H -1.412 2.237 0.588 0.019
```

Values from the calculation:
LUMO (alpha / beta) = -0.193 / -0.292 Eh
Spin multiplicity = 2
Total charge = +1
Highest occupied orbital energy (alpha / beta) = -13.3537 / -13.3364 eV
<S²> = 0.77

Record 3
The following is a DFT calculation (ωB97M-V/def2-TZVPD) of a cluster of 2 separate species, C4H12N2O in total at a distorted geometry.

Structure (XYZ):
```
19
Properties=species:S:1:pos:R:3:nbo_charge:R:1
O 2.551 -0.208 1.007 -0.948
N -0.114 0.947 2.031 -0.744
N -0.795 -0.783 0.603 -0.613
C -0.945 0.436 1.209 0.291
C -1.240 -0.900 -0.808 -0.207
C 0.184 0.957 -1.819 -0.612
C -0.194 -0.520 -1.845 -0.418
H -1.505 -1.952 -0.932 0.202
H -2.118 -0.285 -0.845 0.194
H 0.596 -1.277 -1.852 0.203
H -0.761 1.503 -1.945 0.198
H 0.841 1.233 -2.639 0.223
H 0.506 1.284 -0.855 0.210
H -0.405 1.899 2.229 0.348
H -0.673 -0.700 -2.817 0.208
H -1.810 1.004 0.854 0.144
H 0.108 -1.179 0.820 0.377
H 1.753 0.338 1.036 0.488
H 2.326 -1.062 0.610 0.455
```

Values from the calculation:
LUMO = 0.032 Eh
Spin multiplicity = 1
Total charge = 0
Highest occupied orbital energy = -9.3523 eV

Record 4
The following is a DFT calculation (ωB97M-V/def2-TZVPD) of the molecule C4H12N2O at a distorted geometry.

Structure (XYZ):
```
19
Properties=species:S:1:pos:R:3:nbo_charge:R:1
O -1.705 1.462 -1.494 -0.700
N -0.477 1.445 0.861 -0.657
N 1.698 -2.418 0.146 -0.833
C 1.735 -1.121 -0.504 -0.215
C -1.684 1.678 -0.006 0.071
C -0.102 0.052 0.846 -0.237
C 0.281 -0.508 -0.595 -0.414
H 2.490 -0.446 -0.051 0.201
H -0.850 1.800 -1.620 0.457
H 1.511 -2.205 1.138 0.344
H 1.002 -3.050 -0.109 0.357
H -0.622 1.906 1.799 0.387
H -0.511 -1.058 -1.070 0.224
H -1.928 2.654 0.192 0.157
H 0.410 0.475 -1.194 0.187
H -2.628 1.129 0.347 0.141
H 0.468 -0.093 1.787 0.202
H 1.998 -1.162 -1.566 0.185
H -1.087 -0.539 1.093 0.144
```

Values from the calculation:
LUMO = 0.033 Eh
Spin multiplicity = 1
Total charge = 0
Highest occupied orbital energy = -8.8110 eV

Record 5
The following is a DFT calculation (ωB97M-V/def2-TZVPD) of the molecule C4H12N2O at a distorted geometry.

Structure (XYZ):
```
19
Properties=species:S:1:pos:R:3:nbo_charge:R:1
O 0.803 1.249 1.665 -0.740
N 1.494 -1.225 -0.203 -0.891
N -0.123 1.290 -0.656 -0.652
C -1.061 -1.053 -0.294 -0.447
C -0.239 1.634 0.783 0.092
C -1.213 0.325 -1.031 -0.227
C 0.200 -1.837 -0.569 -0.211
H 0.638 0.610 -0.729 0.388
H -1.176 1.177 1.120 0.140
H 1.702 -0.734 0.653 0.382
H 0.285 -2.054 -1.648 0.177
H -1.078 -1.156 0.807 0.192
H 0.142 -2.857 -0.160 0.173
H 2.229 -1.864 -0.454 0.369
H -2.208 0.760 -0.889 0.198
H -0.242 2.701 0.907 0.169
H -1.049 -0.020 -2.060 0.200
H -1.850 -1.729 -0.606 0.219
H 0.652 0.448 2.181 0.470
```

Values from the calculation:
LUMO = 0.031 Eh
Spin multiplicity = 1
Total charge = 0
Highest occupied orbital energy = -8.7815 eV

Record 6
The following is a DFT calculation (ωB97M-V/def2-TZVPD) of the molecule C4H12N2O at a distorted geometry.

Structure (XYZ):
```
19
Properties=species:S:1:pos:R:3:nbo_charge:R:1
O 1.209 -2.706 0.443 -0.650
N 0.769 -1.723 -0.495 -0.413
N 0.641 -0.423 0.225 -0.304
C 0.144 0.555 -0.768 -0.040
C -0.049 -0.449 1.544 -0.439
C 0.249 1.987 -0.257 -0.621
C -1.277 0.181 -1.181 -0.640
H 1.254 2.204 0.102 0.212
H -1.999 0.436 -0.408 0.197
H 0.044 0.506 2.057 0.204
H 0.795 0.429 -1.638 0.230
H -1.549 0.722 -2.084 0.219
H -1.098 -0.693 1.386 0.213
H -1.296 -0.890 -1.374 0.261
H 1.703 -0.427 0.311 0.445
H -0.464 2.180 0.543 0.206
H 0.422 -1.223 2.147 0.240
H 0.023 2.672 -1.071 0.227
H 0.479 -3.337 0.515 0.454
```

Values from the calculation:
LUMO = 0.031 Eh
Spin multiplicity = 1
Total charge = 0
Highest occupied orbital energy = -6.6217 eV

What did the first record say?
The following is a DFT calculation (ωB97M-V/def2-TZVPD) of the ion C4H12N2 with charge +1.

Structure (XYZ):
```
18
Properties=species:S:1:pos:R:3:lowdin_spin:R:1
N 0.149 1.419 0.153 0.646
N 1.270 -1.014 -1.248 0.016
C -0.397 -2.322 -0.047 0.006
C -0.308 2.593 0.814 0.086
C -0.547 0.166 0.081 0.087
C 0.434 -1.040 -0.066 0.023
H 0.493 3.316 0.935 0.000
H 1.075 -1.029 0.825 0.000
H -0.829 -2.535 -1.024 0.001
H -1.192 0.074 0.954 0.012
H -1.149 -2.287 0.747 0.000
H 0.721 -0.908 -2.099 0.001
H 0.246 -3.154 0.225 0.001
H 1.115 1.389 -0.166 0.011
H -1.207 0.212 -0.809 0.044
H -0.755 2.374 1.779 0.026
H -1.106 3.046 0.218 0.039
H 1.986 -0.298 -1.273 0.000
```

Values from the calculation:
LUMO (alpha / beta) = -0.116 / -0.279 Eh
Spin multiplicity = 2
Total charge = +1
Highest occupied orbital energy (alpha / beta) = -13.9400 / -13.8706 eV
<S²> = 0.75